The following is a DFT calculation (ωB97M-V with the def2-TZVPD basis set) of a molecular structure, C41H45NP2W in a non-equilibrium geometry.

Element x y z (Å)
1 H -5.59 2.42 0.13
2 C 0.85 2.64 0.18
3 H 7.42 -0.82 -0.79
4 C 2.52 1.07 0.80
5 H -0.82 4.00 0.95
6 C -1.66 3.31 0.82
7 H 0.57 0.52 -0.04
8 C 1.15 -5.84 0.18
9 H -3.25 -4.57 -1.72
10 C 3.90 -5.83 0.67
11 N -1.99 2.87 -2.69
12 H -2.73 -0.52 0.36
13 P 0.94 -2.91 0.29
14 H 1.08 4.67 0.91
15 H -0.45 5.14 -4.50
16 C 1.85 -7.06 0.33
17 W -1.83 1.88 -0.84
18 H 1.17 3.69 -2.39
19 C -1.92 2.44 2.02
20 H -1.14 -2.90 2.47
21 C -3.74 1.39 -0.12
22 C 6.74 -0.88 0.06
23 C 3.21 -4.62 0.52
24 H -4.72 2.19 1.67
25 C 2.83 3.41 1.31
26 C -2.71 0.56 0.54
27 H -1.36 0.01 -2.57
28 C -1.59 -3.29 1.56
29 P 2.74 -0.72 0.68
30 H -4.51 -4.72 0.44
31 H 3.75 -8.00 0.71
32 H 2.08 -0.73 3.16
33 H -4.69 4.43 -0.32
34 C 1.23 -2.44 2.01
35 C -2.64 3.83 -0.12
36 H -4.37 0.84 -0.82
37 C -1.19 4.49 -4.04
38 H -3.01 0.64 -2.88
39 H 0.88 -3.10 2.79
40 H -2.35 4.63 -0.82
41 H -2.77 -0.67 -1.69
42 C -4.58 2.44 0.59
43 C 1.23 1.34 0.30
44 C 5.01 -0.80 2.27
45 H 4.43 1.92 1.43
46 H 3.42 4.22 1.75
47 C -4.49 2.95 -3.07
48 H 0.09 -5.88 -0.04
49 H -2.84 0.64 2.66
50 C 1.81 -4.61 0.33
51 C -3.49 -4.30 0.42
52 C 7.22 -1.15 1.35
53 H -0.90 -3.75 -1.76
54 C -0.85 -3.32 0.37
55 H 6.75 -1.19 3.47
56 C 1.54 3.68 0.80
57 C -4.05 3.88 0.41
58 C -2.78 -4.24 -0.79
59 H -1.18 0.37 2.04
60 C 6.37 -1.06 2.46
61 C 4.52 -0.74 0.98
62 C -2.13 0.92 1.85
63 C 0.53 2.93 -2.89
64 H -4.61 1.99 -2.55
65 H -1.05 2.57 2.70
66 H -2.76 2.85 2.61
67 H -0.03 2.84 -0.58
68 C 5.37 -0.68 -0.14
69 H 0.53 2.01 -2.26
70 H -3.45 -3.81 2.52
71 C 1.94 -1.29 2.21
72 C -1.47 -3.76 -0.82
73 H -3.28 5.20 -4.57
74 C -2.33 0.24 -2.11
75 C -0.82 3.43 -3.19
76 H 4.98 -5.83 0.83
77 C -3.11 3.44 -3.29
78 C 3.37 2.12 1.21
79 H -5.01 2.82 -4.04
80 C 3.22 -7.06 0.59
81 H 1.32 -8.01 0.24
82 H -5.08 3.69 -2.52
83 H -4.10 4.42 1.38
84 H 4.31 -0.64 3.09
85 C -2.90 -3.80 1.58
86 C -2.62 4.49 -4.09
87 H 3.77 -3.68 0.58
88 H 4.94 -0.47 -1.12
89 H 8.27 -1.40 1.49
90 H 1.06 2.62 -3.83

Summary:
Energy relative to the best compared isomer or geometry (same formula, charge and spin), eV: 2.622
HOMO energy (alpha / beta), eV: -12.52 / -12.48
Net charge: +2
⟨S²⟩: 2.032
2S+1: 3
HOMO-LUMO gap (alpha / beta), eV: 6.752 / 4.430

=====

The following is a DFT calculation (ωB97M-V with the def2-TZVPD basis set) of 8 unconnected molecules or ions with the total composition C23H63N4O9S7 in a non-equilibrium geometry.

Element x y z (Å)
1 H 3.88 -0.95 4.96
2 H -7.17 -5.07 -5.31
3 H -2.82 3.85 -1.12
4 O -5.85 -1.91 -4.34
5 H -5.30 0.43 -3.36
6 H -2.26 -2.35 10.49
7 H -0.81 -5.32 8.48
8 H 1.72 1.90 4.03
9 H -3.53 -1.26 -3.75
10 H 3.20 -0.32 -8.51
11 H 0.27 3.48 10.54
12 C -0.21 -0.23 -1.55
13 H 2.51 -1.87 5.65
14 H 2.38 0.49 3.14
15 C 7.94 0.20 -4.87
16 H 3.10 -1.66 8.69
17 C -1.30 -4.73 9.26
18 H -0.63 1.22 3.21
19 C 2.18 1.53 -3.71
20 H -0.80 -1.74 11.29
21 S 3.11 0.02 6.99
22 H -2.14 4.02 7.66
23 H 4.86 1.82 -6.00
24 H 1.81 2.56 -1.82
25 O 1.70 1.30 0.51
26 C 0.92 0.75 -3.44
27 C -1.27 3.53 7.23
28 H 4.15 -2.03 6.35
29 N -3.60 3.48 -1.62
30 C -1.29 -2.63 10.90
31 C -3.57 2.22 -2.18
32 C -0.24 0.86 2.26
33 H -2.27 -4.39 8.90
34 H -1.57 2.86 6.43
35 H -1.40 -3.37 11.69
36 H 0.06 1.44 -3.36
37 N 1.02 -0.12 -2.28
38 C -0.19 3.89 9.65
39 C 2.58 2.48 -2.58
40 O -2.55 -0.71 -1.98
41 H -1.01 -1.19 -3.33
42 H 2.17 -1.78 -8.27
43 C 2.37 -0.96 8.29
44 H 1.21 0.75 -9.80
45 O 5.57 0.20 -3.68
46 C 3.45 -1.35 5.88
47 H -4.01 0.95 -0.73
48 H -1.14 4.36 9.90
49 C -3.32 -0.40 -3.11
50 C -4.64 0.12 -2.55
51 H 2.05 -0.28 9.08
52 H 1.17 2.03 -5.30
53 H -1.78 0.54 -4.35
54 S -0.47 2.53 8.50
55 C -1.21 -1.14 -2.26
56 H -0.44 0.86 -9.14
57 H -4.47 3.99 -1.64
58 H 8.57 0.81 -5.52
59 O 0.98 -3.81 10.23
60 O 0.16 -0.59 -6.66
61 H -0.56 4.26 6.85
62 H 0.12 -0.16 2.35
63 H 1.51 -1.50 7.90
64 H -0.71 0.74 -1.38
65 H -0.01 -0.63 -0.55
66 H 0.27 -0.74 -9.49
67 C -4.62 -4.25 -4.34
68 H -3.63 -3.82 -4.41
69 H 0.73 0.13 -4.33
70 H -3.41 0.86 -4.85
71 S -0.26 -3.31 9.60
72 H 8.47 -0.05 -3.96
73 H -1.41 -5.33 10.16
74 C 2.18 1.57 3.10
75 C -7.25 -4.10 -4.82
76 H -1.03 0.90 1.50
77 O 2.01 2.30 -4.93
78 H -4.91 -4.36 -3.30
79 H 5.67 0.30 -6.50
80 H -5.11 -0.66 -1.97
81 C 0.48 0.27 -9.15
82 O 2.02 0.82 6.37
83 H -4.63 -5.22 -4.85
84 C 5.81 1.30 -6.07
85 H 2.79 3.46 -2.98
86 H 6.51 1.88 -6.68
87 H 3.04 -1.04 -6.89
88 H 0.48 4.61 9.19
89 H -8.10 -3.55 -5.22
90 O -1.52 1.67 9.10
91 C -2.78 0.73 -3.97
92 H -7.36 -4.22 -3.74
93 H 1.74 0.23 -1.65
94 S 1.12 0.21 -7.47
95 S 1.10 1.93 1.72
96 S -5.77 -3.15 -5.17
97 H 3.01 0.85 -3.89
98 N -4.34 1.25 -1.65
99 H -2.81 2.81 -3.85
100 H 3.47 2.12 -2.07
101 H 3.12 2.10 2.95
102 H -1.11 -2.15 -1.87
103 S 6.47 1.13 -4.41
104 H 7.64 -0.72 -5.38
105 N -2.74 2.02 -3.22
106 C 2.52 -0.84 -7.83

Summary:
HOMO energy, eV: -10.09
Net charge: +1
2S+1: 1
HOMO-LUMO gap, eV: 7.183

=====

The following is a DFT calculation (ωB97M-V with the def2-TZVPD basis set) of C5H6O in the gas phase in a non-equilibrium geometry.

Element x y z (Å)
1 H 0.37 0.17 -2.15
2 C -1.07 0.50 0.89
3 H 0.74 -0.97 1.41
4 H -0.17 1.90 -0.43
5 C 0.24 -0.19 -1.15
6 H 2.07 0.80 -0.35
7 H -0.11 -1.24 -1.12
8 C -0.09 0.87 -0.11
9 H -2.80 -0.92 1.03
10 C 1.23 0.17 -0.09
11 O 1.54 -0.75 0.91
12 C -1.93 -0.33 1.07

Summary:
Energy relative to the best compared isomer or geometry (same formula, charge and spin), eV: 3.365
HOMO energy, eV: -9.57
Net charge: 0
Structure (SMILES): C#C[C@@H]1C[C@@H]1O
2S+1: 1
HOMO-LUMO gap, eV: 10.528

=====

The following is a DFT calculation (ωB97M-V with the def2-TZVPD basis set) of a molecular structure, C3H7BrNOSr in a non-equilibrium geometry.

Element x y z (Å)
1 H -2.96 -0.48 0.06
2 C 1.18 1.35 -0.43
3 H 2.11 0.88 -0.76
4 Br 1.70 -2.77 0.70
5 H 0.66 -0.64 -0.08
6 H 0.82 1.94 -1.35
7 C -1.12 0.39 -0.43
8 Sr 2.86 -0.57 2.06
9 C -1.88 -0.83 0.13
10 N 0.27 0.28 -0.16
11 H 1.36 2.02 0.34
12 O -1.70 1.36 -0.86
13 H -1.52 -1.11 1.18
14 H -1.79 -1.80 -0.39

Summary:
HOMO energy, eV: -12.88
Net charge: +1
2S+1: 1
HOMO-LUMO gap, eV: 6.891